(1)
The following is a DFT calculation (ωB97M-V with the def2-TZVPD basis set) of the ion C2H5N2S with charge +1.

Geometry as XYZ:
```
10
C2H5N2S, DFT ωB97M-V with the def2-TZVPD basis set
H -1.5659 0.7639 2.0978
H 0.5073 1.1801 0.9673
C 1.3344 -0.1946 -1.3416
N 0.0079 -0.2695 -0.4659
H -1.9288 -0.3681 0.9939
C -0.1474 0.4160 0.6409
H 2.1896 0.4329 -1.0105
S 1.5496 -1.2841 -2.5149
H -0.6329 -0.9920 -0.5819
N -1.3138 0.3153 1.2150
```

SMILES string: N/C=[NH+]/C=S
2S+1: 1
HOMO energy: -13.71 eV
orbital gap: 0.31649 Ha
net charge: +1
E_LUMO: -5.100 eV


(2)
The following is a DFT calculation (ωB97M-V with the def2-TZVPD basis set) of the ion C2H5N2S with charge +1.

Geometry as XYZ:
```
10
C2H5N2S, DFT ωB97M-V with the def2-TZVPD basis set
H -2.1957 0.6229 0.0178
C -1.0401 -0.8689 0.0528
H 0.3881 -2.1921 -0.3154
S 1.7776 -0.4065 0.0081
N 0.3345 -1.2436 0.0055
H -1.5455 -1.8423 0.1809
H 2.7139 1.7263 -0.1985
N -1.2470 0.3415 -0.0556
H 1.1119 1.8750 0.2514
C 1.8210 1.2035 0.0281
```

2S+1: 1
HOMO energy: -15.15 eV
orbital gap: 0.32670 Ha
net charge: +1
E_LUMO: -6.262 eV


(1) is preferred energetically. Next in line: 1.782 eV higher.


(1)
The following is a DFT calculation (ωB97M-V with the def2-TZVPD basis set) of the ion C8H14N with charge +1.

Geometry as XYZ:
```
23
C8H14N, DFT ωB97M-V with the def2-TZVPD basis set
H -1.0832 -0.1963 1.4115
H 0.2973 -2.1563 -1.3152
H 1.8499 -1.5250 3.1906
H -0.2819 2.5472 0.2750
C -0.4437 0.5590 0.8355
C 2.2143 -1.9233 2.3019
H 0.9204 1.2403 -1.6121
C -0.3588 -1.6766 -0.4845
H -1.2319 2.4227 -1.8428
N 1.9518 -1.1364 1.3497
C -1.1578 1.5563 -1.2872
H 2.3492 0.3648 0.1729
H -1.9530 2.2254 0.6870
H -1.2872 -1.3815 -0.8164
H 2.6918 -2.9947 2.0801
H -2.0644 0.9176 -1.4972
H -0.0979 0.1056 -2.3515
C 1.6665 -0.4415 0.4104
H 0.3367 0.8485 1.6197
C -1.0106 1.8711 0.1879
H -0.3328 -2.3351 0.4155
C 0.1018 0.6591 -1.4495
C 0.2766 -0.2692 -0.2721
```

2S+1: 3
HOMO energy (alpha / beta): -11.32 / -15.41 eV
orbital gap (alpha / beta): 0.27113 / 0.23014 Ha
net charge: +1
E_LUMO (alpha / beta): -3.941 / -9.147 eV


(2)
The following is a DFT calculation (ωB97M-V with the def2-TZVPD basis set) of the ion C8H14N with charge +1.

Geometry as XYZ:
```
23
C8H14N, DFT ωB97M-V with the def2-TZVPD basis set
H 1.3610 2.0580 -1.0128
H -0.9294 2.4822 -0.2297
C -1.3933 1.9475 -1.0558
C -0.9687 -1.5162 2.2926
H -1.8800 -1.0319 2.6311
C 2.1165 -1.4416 0.8003
H 2.1916 -2.0651 1.6971
H -1.1701 -2.5722 2.1198
C 0.8053 -0.9224 0.6543
H 1.1275 1.5815 -2.7002
H 2.8623 -0.6444 0.8430
H 2.3655 -2.0719 -0.0588
N 0.4045 0.2154 -1.3518
H -1.5264 -0.0397 -1.8299
H 2.3387 0.7439 -1.7328
C -1.3919 -0.2252 0.1709
H -1.1055 2.4166 -1.9934
H -2.4512 -0.2737 0.3695
H -0.2145 -1.4334 3.0707
C 1.3508 1.2001 -1.6954
C -0.9306 0.4718 -1.0416
H -2.4734 2.0059 -0.9521
C -0.4890 -0.8852 1.0049
```

2S+1: 3
HOMO energy (alpha / beta): -12.05 / -14.48 eV
orbital gap (alpha / beta): 0.25689 / 0.30629 Ha
net charge: +1
E_LUMO (alpha / beta): -5.060 / -6.148 eV


(2) is preferred energetically. Next in line: 2.282 eV higher.


(1)
The following is a DFT calculation (ωB97M-V with the def2-TZVPD basis set) of a cluster of 2 separate species, C5H11N2O2 in total.

Geometry as XYZ:
```
20
C5H11N2O2, DFT ωB97M-V with the def2-TZVPD basis set
H -3.6094 -1.2894 1.4519
H -0.2508 1.5165 1.0403
C 1.8242 1.1759 -0.7835
N -3.2329 -0.0490 -0.1764
C 0.4915 -0.3001 0.6721
H 0.1358 -1.1949 1.1304
H 2.7314 -1.5373 1.0819
O -0.5696 0.6345 0.5723
H -4.4378 0.3790 1.4596
H 2.4580 0.8977 -1.6179
C 1.6328 -0.1245 0.0547
H 0.8730 1.4926 -1.1001
H 2.4106 1.8731 -0.1038
H 2.4440 -2.0229 -0.5787
C 2.7114 -1.1426 0.0710
O -1.6989 0.2471 -1.7041
C -3.7274 -0.4029 0.8816
H -0.9479 0.4277 -0.8065
H 3.6156 -0.6058 -0.2606
N -2.8535 0.0254 -1.2840
```

2S+1: 1
HOMO energy: -13.18 eV
orbital gap: 0.31196 Ha
net charge: +1
E_LUMO: -4.694 eV


(2)
The following is a DFT calculation (ωB97M-V with the def2-TZVPD basis set) of a cluster of 2 separate species, C5H11N2O2 in total.

Geometry as XYZ:
```
20
C5H11N2O2, DFT ωB97M-V with the def2-TZVPD basis set
O -0.9356 -1.7791 0.9186
H -1.5696 -1.5653 1.5647
H 2.9747 -0.7876 0.7505
H 3.1504 -0.1818 -0.8503
H -2.2491 1.4077 1.5712
O 0.5766 1.4243 1.5474
H -1.8905 2.3935 0.0754
C 0.3949 0.7417 0.5909
H 0.7689 -0.2160 -2.3249
H -1.6460 -0.3239 -1.7364
H 0.6666 -1.6925 -1.3284
H -2.9903 1.0265 -0.0483
N 1.2242 0.0849 -0.2035
C -2.1285 1.3601 0.4108
N -1.0026 0.5697 -0.0296
H 3.1859 0.9579 0.3875
C 2.6207 0.0257 0.0425
C 0.5214 -0.5311 -1.3014
H -0.8055 -2.7974 1.0689
C -0.8662 -0.1175 -1.1057
```

2S+1: 1
HOMO energy: -14.14 eV
orbital gap: 0.35359 Ha
net charge: +1
E_LUMO: -4.515 eV


(2) is preferred energetically. Next in line: 5.562 eV higher.


(1)
The following is a DFT calculation (ωB97M-V with the def2-TZVPD basis set) of a cluster of 2 separate species, C2H10N4 in total.

Geometry as XYZ:
```
16
C2H10N4, DFT ωB97M-V with the def2-TZVPD basis set
H 1.1033 2.5023 -1.3002
H -2.9900 -1.3724 -0.7141
H 1.6027 0.8750 -1.7855
H -1.5149 -3.1666 0.8066
H -1.9800 -3.0017 -0.5569
H 2.5477 2.2505 1.7939
C 1.8710 1.4537 0.1663
H -2.7458 0.0751 0.1499
N -2.5373 -0.9087 0.0769
N -1.1822 -2.8169 -0.0800
H 1.9212 0.4477 0.6702
N 2.0315 2.4902 0.8981
H -0.7107 -0.7333 -0.6432
C -1.1546 -1.3334 0.1790
H -0.7849 -1.2931 1.1648
N 1.5813 1.6203 -1.1318
```

SMILES string: [H]/N=C/N.NCN
2S+1: 1
HOMO energy: -9.06 eV
orbital gap: 0.36605 Ha
E_LUMO: 0.905 eV


(2)
The following is a DFT calculation (ωB97M-V with the def2-TZVPD basis set) of a cluster of 2 separate species, C2H10N4 in total.

Geometry as XYZ:
```
16
C2H10N4, DFT ωB97M-V with the def2-TZVPD basis set
H 0.2941 0.9400 -2.7133
H -1.5609 -2.3740 -0.0999
H -1.6085 -0.2920 1.4721
H -2.4264 -2.4573 1.4417
H 1.6003 1.7221 0.9619
H -0.1221 -0.7202 0.9064
H 0.6521 2.8469 0.1425
N -0.9189 -1.0272 1.4422
H -0.8129 -3.1113 1.3233
N 1.2316 -0.1564 -0.7696
C -1.4545 -2.2942 0.9874
H 2.0344 -0.3549 -0.1814
N 0.2738 1.5884 -1.9457
C 0.9803 1.0918 -0.8607
H 0.5536 2.5284 -2.1774
N 1.2841 2.0699 0.0704
```

SMILES string: N=C(N)N.CN
2S+1: 1
HOMO energy: -8.52 eV
orbital gap: 0.34170 Ha
E_LUMO: 0.775 eV


(2) is preferred energetically. Next in line: 1.564 eV higher.


(1)
The following is a DFT calculation (ωB97M-V with the def2-TZVPD basis set) of a cluster of 2 separate species, H3O2 in total.

Geometry as XYZ:
```
5
H3O2, DFT ωB97M-V with the def2-TZVPD basis set
O -0.6635 0.9509 0.4047
H 0.4009 -1.7827 -0.2525
H -0.8089 1.1847 -0.5330
H 0.1498 0.2820 0.1186
O 0.7960 -0.9064 -0.3055
```

2S+1: 1
HOMO energy: -3.01 eV
orbital gap: 0.31779 Ha
net charge: -1
E_LUMO: 5.641 eV


(2)
The following is a DFT calculation (ωB97M-V with the def2-TZVPD basis set) of a structure of composition H3O2.

Geometry as XYZ:
```
5
H3O2, DFT ωB97M-V with the def2-TZVPD basis set
O -0.7739 1.0157 0.2264
H -0.0551 1.3840 0.6974
O 0.5126 -1.2058 -0.7392
H 0.7228 -1.1542 0.1990
H -0.4064 -0.0396 -0.3835
```

2S+1: 1
HOMO energy: -3.46 eV
orbital gap: 0.32738 Ha
net charge: -1
E_LUMO: 5.446 eV


(1) is preferred energetically. Next in line: 0.353 eV higher.


(1)
The following is a DFT calculation (ωB97M-V with the def2-TZVPD basis set) of the molecule C9H19N5O3.

Geometry as XYZ:
```
36
C9H19N5O3, DFT ωB97M-V with the def2-TZVPD basis set
N 1.2022 3.5165 -0.0892
H -3.1685 1.2737 0.2577
H 1.5385 1.6434 -0.9281
H 3.2014 0.1380 -0.3638
H 2.5336 -0.1235 2.2235
H 0.6866 3.8068 -0.9160
C -2.6019 0.3918 -0.0522
C -0.6094 1.8548 -0.2803
H 3.1465 -1.4845 0.3420
C -3.0744 -0.7760 0.8124
H 0.8510 1.9235 2.0793
C 1.8544 0.0567 1.3684
C 2.5325 -0.5895 0.1326
H -0.5722 -3.4064 -0.3917
N 1.8266 -3.3775 -0.3086
O -2.1776 -1.7257 1.0011
H -1.4655 -1.5840 0.3722
N 1.5801 -1.1114 -0.8042
N -1.1398 0.6401 0.0792
C 0.9524 2.0858 -0.0690
H 1.3713 -4.2678 -0.3962
H -0.7152 0.2567 0.9452
C 0.9951 -2.3216 -0.5483
H -2.7297 0.9816 -2.2037
H 0.9462 -0.3827 -1.0872
C -2.9822 0.1476 -1.5245
H 2.4665 2.0663 1.3714
H 0.9611 -0.5482 1.7299
O -4.2168 -0.8015 1.2436
C 1.5103 1.5211 1.2821
H -4.0728 -0.0030 -1.6630
N -0.3244 -2.4383 -0.5931
H 2.6598 -3.3409 -0.8952
H 0.7932 4.0475 0.6709
H -2.5072 -0.7710 -1.9286
O -1.2514 2.7016 -0.8684
```

SMILES string: [H]/N=C(\N)NCCC[C@H](N)C(=O)N[C@@H](C)C(=O)O
2S+1: 1
HOMO energy: -9.55 eV
orbital gap: 0.36782 Ha
E_LUMO: 0.455 eV


(2)
The following is a DFT calculation (ωB97M-V with the def2-TZVPD basis set) of the molecule C9H19N5O3.

Geometry as XYZ:
```
36
C9H19N5O3, DFT ωB97M-V with the def2-TZVPD basis set
O -3.6092 0.9782 -1.2799
H -0.8170 2.3933 -1.5340
H 3.4438 1.9667 0.3768
C 0.6814 -0.1235 0.1011
N 3.5337 0.3814 -0.8256
H 5.0622 -2.4581 -0.6739
H -4.5989 -0.6980 1.8160
H -2.3796 -1.5407 -0.1728
O -4.8278 -1.0063 -1.4716
H 1.8756 1.7889 -0.9745
N -0.0496 1.9745 -1.0428
H 2.3174 -0.3325 1.3835
H 0.1839 -1.0032 0.4815
O -1.5292 2.0682 1.4488
H 1.4612 1.3740 1.7882
N 4.8696 -1.5054 -1.0303
C -0.6045 0.7770 -0.3087
H -4.7573 -2.2804 0.8095
N -2.3925 0.0642 1.0990
C 1.7655 0.6049 0.9539
H 4.9225 -1.4380 1.2637
C 2.7285 1.2945 -0.1709
H 0.0697 2.8236 -0.3412
H -1.1127 0.2687 -1.0793
H -5.1124 -0.5383 -2.3609
H 4.2012 0.7162 -1.6802
C 4.2238 -0.5442 -0.1055
C -4.0944 -1.6339 1.3385
H 4.3244 -1.7151 -1.8361
H 1.2574 -0.2486 -0.8378
C -3.0643 -0.8939 0.3081
H -3.6181 -2.2533 2.0718
H -3.1988 0.5860 1.5373
C -1.5740 1.0360 0.7146
N 4.3240 -0.6489 1.1250
C -3.9054 -0.2339 -0.8912
```

SMILES string: [H]/N=C(\N)NCCC[C@H](N)C(=O)N[C@@H](C)C(=O)O
2S+1: 1
HOMO energy: -8.79 eV
orbital gap: 0.33117 Ha
E_LUMO: 0.222 eV


(1) is preferred energetically. Next in line: 3.814 eV higher.